Below is a structure of composition C39H28Co2N2O5P, with properties calculated with the ωB97M-V functional and the def2-TZVPD basis.

Each line ends with the Mulliken charge.
Element x y z (Å)
C 1.308 0.783 0.717  -0.1104
C 2.479 1.506 0.697  -0.0650
N 3.527 2.041 0.682  -0.5142
N 0.088 1.422 0.615  0.1690
C -1.078 0.670 0.549  -0.2829
C -2.306 1.287 0.480  -0.4850
C -2.416 2.686 0.468  -0.3519
C -1.233 3.427 0.521  -0.4864
C 0.000 2.805 0.593  -0.0945
H 1.322 -0.301 0.764  0.3452
H -0.932 -0.405 0.559  0.4154
H -3.189 0.645 0.439  0.3627
H -3.386 3.171 0.427  0.3990
H -1.238 4.517 0.512  0.3656
H 0.925 3.370 0.649  0.3424
O 4.653 -4.499 0.076  -0.2552
C 3.621 -4.698 -0.423  0.1105
Co 2.066 -5.022 -1.166  0.1010
C 2.493 -4.642 -2.820  0.2926
O 2.795 -4.392 -3.908  -0.2651
C 1.194 -3.595 -0.628  0.2093
O 0.680 -2.638 -0.217  -0.2644
C 1.281 -6.614 -0.080  -1.2578
C 0.704 -6.092 1.109  0.2707
C 1.230 -5.727 2.311  -0.2040
C 0.566 -5.002 3.365  1.1345
C 1.288 -4.815 4.570  -0.7506
C 0.803 -3.937 5.525  -0.6002
C -0.400 -3.242 5.315  -0.4457
C -1.169 -3.502 4.181  -0.9316
C -0.704 -4.394 3.218  0.0805
Co -0.438 -6.143 -0.301  1.8623
C -0.546 -6.238 -2.056  0.0525
O -0.697 -6.259 -3.207  -0.3609
C -1.585 -4.830 -0.048  -0.1401
O -2.313 -3.919 0.032  -0.3756
P -1.765 -7.854 0.185  2.2205
C -3.433 -7.323 0.741  -0.0947
C -3.988 -7.640 1.992  -0.5152
C -5.259 -7.168 2.332  -0.7067
C -5.986 -6.382 1.433  -0.5845
C -5.430 -6.039 0.196  -0.8131
C -4.166 -6.516 -0.150  -0.1502
C -2.085 -8.965 -1.251  -0.2785
C -3.362 -9.401 -1.646  -0.5024
C -3.500 -10.275 -2.730  -0.7015
C -2.371 -10.728 -3.421  -0.5740
C -1.099 -10.275 -3.052  -0.7519
C -0.959 -9.394 -1.979  -0.1442
C -1.127 -8.966 1.508  0.1829
C -0.814 -10.322 1.299  -0.7057
C -0.239 -11.078 2.323  -0.6779
C -0.007 -10.500 3.577  -0.6462
C -0.307 -9.151 3.794  -0.9412
C -0.854 -8.390 2.762  -0.4431
H 1.769 -7.604 -0.106  0.6554
H 2.287 -5.956 2.479  0.4190
H 2.241 -5.339 4.677  0.4267
H 1.373 -3.779 6.438  0.4184
H -0.725 -2.498 6.050  0.4033
H -2.116 -2.989 4.032  0.4751
H -1.260 -4.561 2.300  0.1181
H -3.428 -8.252 2.697  0.4333
H -5.677 -7.417 3.309  0.4315
H -6.985 -6.035 1.694  0.4044
H -5.973 -5.398 -0.505  0.4178
H -3.759 -6.269 -1.132  0.4840
H -4.247 -9.052 -1.116  0.4226
H -4.497 -10.601 -3.034  0.4222
H -2.479 -11.430 -4.247  0.3961
H -0.209 -10.598 -3.601  0.4316
H 0.038 -9.043 -1.704  0.3298
H -1.010 -10.777 0.328  0.3908
H 0.032 -12.119 2.135  0.4220
H 0.415 -11.102 4.379  0.4054
H -0.105 -8.679 4.761  0.4431
H -1.041 -7.324 2.924  0.8055

Output
HOMO level: -8.7 eV
electronic energy: -5095.10554 a.u.
HOMO-LUMO gap: 2.59 eV
net charge: +1

=====

Below is a structure of composition C39H29BrF5N4STeW, with properties calculated with the ωB97M-V functional and the def2-TZVPD basis.

Each line ends with the Mulliken charge.
Element x y z (Å)
W -0.546 -0.465 -0.226  0.9393
N -1.386 1.599 0.236  -0.5689
C -1.178 2.144 1.548  0.8193
C -2.259 2.485 2.344  -0.8912
C -2.038 3.007 3.611  -0.6411
C -0.739 3.178 4.064  -1.1195
C 0.332 2.832 3.253  -1.0688
C 0.136 2.313 1.973  -0.2433
C 1.276 1.895 1.118  1.2895
C 2.486 2.586 1.262  -0.5726
C 3.641 2.155 0.640  -1.4327
C 3.604 1.001 -0.132  -1.0352
C 2.398 0.347 -0.312  -0.3549
C 1.195 0.780 0.264  1.2595
H -0.919 2.169 -0.470  0.3533
H -2.375 1.569 0.001  0.2295
H -3.267 2.363 1.962  0.5397
H -2.877 3.290 4.233  0.4944
H -0.557 3.584 5.050  0.4437
H 1.341 2.948 3.627  0.5485
H 2.516 3.480 1.872  0.6442
H 4.564 2.706 0.765  0.4673
H 4.504 0.625 -0.603  0.5756
H 2.397 -0.543 -0.937  0.3528
F 4.793 3.011 -3.567  -0.3215
C 3.608 2.465 -3.327  0.6277
C 3.343 1.172 -3.744  0.3452
F 4.284 0.475 -4.380  -0.3202
C 2.114 0.605 -3.469  0.0833
F 1.909 -0.670 -3.830  -0.3575
C 1.127 1.294 -2.782  0.3943
S -0.451 0.584 -2.456  -0.3510
C 1.419 2.592 -2.385  -0.1105
F 0.513 3.293 -1.687  -0.5017
C 2.641 3.180 -2.641  0.3379
F 2.903 4.414 -2.220  -0.3566
Br 3.913 -0.287 6.048  -0.1629
C 2.964 -0.747 4.486  -0.1832
C 1.672 -0.282 4.306  -0.8692
C 0.975 -0.606 3.155  0.2389
C 1.553 -1.415 2.187  0.1867
C 2.868 -1.840 2.361  -0.4270
C 3.572 -1.516 3.508  -1.0307
N 0.849 -1.768 0.979  0.1284
C 1.078 -2.943 0.517  -0.6968
C 0.556 -3.296 -0.778  1.0041
C 0.829 -4.513 -1.380  -1.0607
C 0.335 -4.750 -2.650  -0.4863
C -0.417 -3.758 -3.257  -1.1824
C -0.659 -2.572 -2.589  -0.4408
N -0.177 -2.328 -1.361  0.4056
H 1.212 0.349 5.054  0.5161
H -0.008 -0.188 3.015  -0.0016
H 3.380 -2.379 1.574  0.5829
H 4.596 -1.841 3.628  0.4353
H 1.672 -3.663 1.070  0.7221
H 1.426 -5.247 -0.856  0.5071
H 0.535 -5.684 -3.157  0.4640
H -0.825 -3.886 -4.250  0.5267
H -1.241 -1.790 -3.049  0.9096
C -3.208 -0.433 4.644  -1.0349
C -3.065 -1.603 3.664  -0.8442
C -2.290 -1.227 2.488  0.5858
N -1.680 -0.931 1.563  0.0607
H -3.819 -0.749 5.487  0.4125
H -3.685 0.417 4.165  0.2796
H -2.236 -0.115 5.019  0.2658
H -4.037 -1.959 3.320  0.3911
H -2.552 -2.450 4.124  0.2783
Te -3.260 -0.900 -0.954  0.0842
C -3.501 -0.555 -3.027  0.0938
C -3.730 -1.641 -3.870  -0.3220
C -3.941 -1.442 -5.228  -0.5610
C -3.922 -0.158 -5.753  -0.5367
C -3.700 0.926 -4.916  -0.6021
C -3.496 0.731 -3.558  -0.2948
H -3.755 -2.645 -3.462  0.4583
H -4.128 -2.291 -5.874  0.4102
H -4.087 -0.002 -6.811  0.4049
H -3.691 1.931 -5.320  0.4269
H -3.331 1.585 -2.914  0.4599

Output
HOMO level (alpha / beta): -10.1 / -10.2 eV
multiplicity: 3
electronic energy: -5529.04792 a.u.
HOMO-LUMO gap (alpha / beta): 6.17 / 5.77 eV
ΔE to the lowest compared entry with this formula, charge and spin: 0.0 kJ/mol
net charge: +1

=====

Below is a structure of composition C39H29CuN3O6P, with properties calculated with the ωB97M-V functional and the def2-TZVPD basis.

Each line ends with the Mulliken charge.
Element x y z (Å)
Cu -0.291 0.026 -0.308  -0.8865
O -3.321 -2.126 -5.007  -0.5736
C -2.728 -1.800 -3.825  1.1240
C -1.638 -2.516 -3.333  -0.7265
C -1.076 -2.100 -2.142  -0.2977
N -1.586 -1.074 -1.482  0.9305
C -2.600 -0.362 -1.952  0.4533
C -3.228 -0.700 -3.133  -0.9535
C -2.893 0.876 -1.099  0.6810
O -3.949 1.474 -1.261  -0.8094
O -1.949 1.170 -0.276  -0.6856
C 0.209 -2.657 -1.510  0.0518
O 0.653 -3.713 -1.959  -0.8290
O 0.679 -1.920 -0.586  -0.3168
H -2.850 -2.873 -5.390  0.2896
H -1.211 -3.362 -3.859  0.4424
H -4.051 -0.112 -3.512  0.5917
O 2.580 1.547 0.065  -0.6944
N 1.979 1.022 1.162  0.2570
C 2.161 1.686 2.225  -0.9519
C 1.587 1.218 3.500  0.6290
C 2.101 1.774 4.673  -0.7872
C 1.701 1.323 5.919  -0.5936
C 0.774 0.291 6.006  -0.7575
C 0.231 -0.239 4.846  -0.0898
C 0.600 0.231 3.588  0.3417
P -0.288 -0.430 2.106  1.6076
C -0.030 -2.221 2.437  0.5858
C 1.249 -2.704 2.158  -0.5023
C 1.569 -4.027 2.401  -0.5949
C 0.612 -4.892 2.918  -0.5437
C -0.662 -4.421 3.192  -0.7081
C -0.983 -3.089 2.955  -0.0574
C -2.045 -0.178 2.582  0.3295
C -3.000 -0.856 1.820  -0.7619
C -4.352 -0.651 2.028  -0.8226
C -4.776 0.261 2.987  -0.7224
C -3.839 0.960 3.729  -0.6610
C -2.480 0.745 3.526  -0.5888
H 2.153 1.036 -0.662  0.2183
H 2.785 2.580 2.237  0.2763
H 2.842 2.561 4.594  0.3806
H 2.112 1.769 6.816  0.3816
H 0.469 -0.092 6.972  0.4117
H -0.509 -1.026 4.920  0.4389
H 1.981 -2.038 1.717  0.1903
H 2.561 -4.394 2.168  0.4050
H 0.857 -5.932 3.098  0.3638
H -1.413 -5.089 3.596  0.4022
H -1.983 -2.738 3.177  0.3862
H -2.670 -1.535 1.041  0.7010
H -5.078 -1.184 1.427  0.4169
H -5.833 0.436 3.142  0.3634
H -4.163 1.684 4.467  0.3907
H -1.763 1.314 4.103  0.3964
N 1.036 0.806 -1.462  -0.0820
C 1.076 1.001 -2.703  0.5491
C -0.083 1.450 -3.551  0.8902
C -1.047 2.289 -3.000  -0.4551
C -2.123 2.726 -3.758  -0.4504
C -2.235 2.349 -5.090  -0.6394
C -1.274 1.519 -5.653  -0.7259
C -0.208 1.070 -4.888  -0.3667
C 2.374 0.724 -3.427  -0.1711
C 2.912 1.596 -4.371  0.0070
C 4.094 1.282 -5.027  -0.8168
C 4.746 0.086 -4.752  -0.3480
C 4.221 -0.782 -3.803  -0.8979
C 3.046 -0.460 -3.136  -0.1641
H -0.951 2.577 -1.961  0.5026
H -2.882 3.347 -3.300  0.3669
H -3.070 2.698 -5.685  0.3904
H -1.356 1.221 -6.692  0.3824
H 0.523 0.399 -5.324  0.5094
H 2.401 2.528 -4.588  0.4788
H 4.504 1.967 -5.760  0.3658
H 5.666 -0.161 -5.267  0.3717
H 4.725 -1.714 -3.579  0.4113
H 2.634 -1.122 -2.380  0.3698

Output
HOMO level (alpha / beta): -5.2 / -5.1 eV
multiplicity: 2
electronic energy: -4101.20157 a.u.
HOMO-LUMO gap (alpha / beta): 7.78 / 7.34 eV
ΔE to the lowest compared entry with this formula, charge and spin: 0.0 kJ/mol
net charge: -1